[1]
{"formula": "C2H9N3", "method": "ωB97M-V with the def2-TZVPD basis set", "species": ["H", "H", "H", "N", "H", "N", "H", "H", "H", "C", "C", "N", "H", "H"], "xyz": [[-0.8379, 1.6833, -0.4463], [1.2374, 3.3697, -2.1980], [-1.6005, -2.7590, 3.7679], [0.0178, 1.1923, -0.2732], [-0.8446, -3.7563, 1.0801], [-0.7037, -3.7549, 2.0932], [1.9900, 1.8905, -0.6560], [1.4228, 0.5349, -1.6658], [-0.1617, 0.2051, -0.1488], [1.1064, 1.4710, -1.1825], [-1.4576, -2.8086, 2.6853], [0.8157, 2.4707, -2.1788], [-1.4168, -1.8213, 2.1457], [0.4325, 2.0826, -3.0230]], "e_above_lowest_kcal_mol": 33.6, "homo_lumo_gap_ha": [0.083, 0.192], "homo_ev": [0.894, -2.092], "multiplicity": 2, "lumo_energy_ev": [3.1, 3.1], "charge": -1}


[2]
{"formula": "C3H9N3O", "method": "ωB97M-V with the def2-TZVPD basis set", "species": ["H", "H", "H", "O", "C", "H", "H", "N", "N", "C", "C", "H", "H", "H", "N", "H"], "xyz": [[-0.9811, 0.3835, -0.1389], [1.0313, -2.5772, 0.8357], [-0.2837, 0.2997, 2.3219], [1.9358, 0.9681, 0.1921], [-1.0294, 1.2840, -0.9018], [-1.3300, 1.9489, -2.8924], [-0.9200, 2.2851, -0.4912], [0.4701, -0.3673, 2.1564], [0.3929, -0.7206, 0.8100], [-1.3176, 1.1160, -2.1953], [1.2300, 0.0257, -0.1384], [1.2966, -0.5175, -1.0931], [-1.5039, 0.1295, -2.6098], [1.3298, 0.1813, 2.2690], [0.1800, -2.0718, 0.5885], [-0.5009, -2.3675, 1.2872]], "e_above_lowest_kcal_mol": 92.0, "homo_lumo_gap_ha": 0.369, "homo_ev": -9.272, "lumo_energy_ev": 0.8, "smiles": "NN(N)C=O.C=C"}


[3]
{"formula": "C28H58BF4N6", "method": "ωB97M-V with the def2-TZVPD basis set", "species": ["H", "C", "H", "H", "F", "C", "C", "C", "H", "H", "C", "N", "C", "H", "H", "H", "H", "C", "H", "H", "H", "C", "H", "C", "H", "H", "H", "C", "H", "H", "H", "H", "H", "C", "C", "H", "H", "C", "H", "H", "H", "C", "H", "C", "C", "H", "C", "H", "H", "H", "H", "C", "N", "B", "H", "N", "H", "H", "N", "H", "C", "H", "C", "H", "C", "H", "H", "H", "H", "C", "C", "C", "H", "N", "H", "N", "F", "C", "H", "H", "H", "H", "H", "H", "H", "C", "C", "F", "H", "H", "H", "H", "H", "H", "C", "F", "H"], "xyz": [[0.6709, -2.4627, 0.2473], [0.6369, -2.8701, 7.4735], [0.5249, -1.2906, -0.9417], [-1.7598, 2.6325, 2.7536], [0.6393, 2.8460, 0.3261], [-2.0393, -4.4028, -2.0452], [-3.6135, 2.3903, 0.6680], [2.5500, 2.9328, -4.2987], [2.5912, -0.7496, 2.7629], [1.3820, -0.1509, -3.7341], [4.7795, 1.7407, -6.2294], [-3.7948, 2.9006, 2.0687], [-1.7121, -4.0004, -0.6120], [0.1536, 1.5298, -2.7373], [-5.0158, 0.8266, 0.5133], [4.7625, 2.8182, -6.0657], [4.3202, 1.6527, -7.2140], [-1.7148, -1.7301, 0.5812], [-2.6469, 2.6640, 0.2451], [-2.6328, -5.3169, -2.0341], [-5.5362, 3.5089, 5.9607], [-0.8368, -2.8731, 7.7457], [1.5113, 3.9451, -2.7681], [-2.0010, -1.9752, -1.9865], [-6.7412, 3.9507, 4.7292], [-2.6249, -3.0324, -3.6418], [-1.2043, -1.6531, -2.6570], [1.7111, -0.2579, 3.1772], [6.7144, 1.4078, -5.2995], [-1.5181, -2.6945, 6.9139], [3.0743, -3.3338, -0.9203], [0.6727, 1.7620, -5.8347], [4.0601, -0.0314, -5.2956], [1.0792, -3.2092, -1.7840], [-5.6945, 4.0373, 5.0206], [-0.9762, -1.9653, 8.3327], [-3.7721, -3.1359, -2.2166], [-3.3321, 3.3654, 4.2125], [-1.0078, -4.7661, -0.2871], [0.8775, -0.6117, 2.5706], [-1.1155, -3.7495, 8.3309], [1.6255, 1.2389, -5.9172], [0.6803, -3.0610, -2.7875], [-3.9293, 0.8996, 0.5619], [-2.7603, 2.9172, 3.0442], [2.5765, 3.5351, -5.2068], [2.5753, -2.9888, -1.8259], [-1.2412, -2.1346, 1.4758], [-2.9488, 3.3541, 5.2221], [4.6074, 1.1939, -4.1751], [2.1377, 1.1675, 5.5943], [1.6549, 0.2110, 5.7307], [2.5506, 1.4377, -4.7387], [0.1246, 1.5694, 0.3531], [1.6512, 0.2189, -6.3007], [1.4116, -0.5918, 4.5994], [0.9137, -4.2662, -1.5760], [1.5720, 2.0919, -1.7556], [-4.7185, 3.5853, 4.0031], [-5.7655, 3.6832, 2.0027], [4.0360, 1.0388, -5.0903], [-3.5658, 0.2380, 1.3482], [1.3075, 3.1688, -3.5055], [-2.7683, -1.2818, -1.6424], [0.9589, -1.7933, 5.1604], [-3.4792, 0.4982, -0.3461], [1.6075, -0.3597, 7.9230], [3.4171, 3.0216, -3.6443], [0.6708, -2.6896, 4.6311], [-4.9930, 3.3315, 2.6706], [1.9878, 0.7116, -3.4565], [1.1942, 1.8540, -2.7500], [3.0155, -2.0760, -2.2274], [0.9418, -1.7987, 6.5437], [0.4252, 3.5211, -4.0399], [-1.2133, -2.5089, -0.7103], [-0.4930, 1.3443, 1.5918], [1.4482, -0.5555, 6.8729], [6.8557, 1.7334, -7.0071], [-1.1060, -4.5781, -2.5805], [-2.5958, -4.1702, 0.0032], [0.9022, -3.8437, 7.0614], [-1.5123, -0.6734, 0.4069], [-4.3405, 2.9960, 0.1269], [-2.8035, -1.7811, 0.5630], [0.3083, -2.3457, -0.7740], [6.2231, 1.2537, -6.2603], [-0.8549, 1.4619, -0.6291], [6.2190, 0.2220, -6.6117], [2.9175, -3.7021, -2.5756], [-5.3262, 5.0438, 5.2190], [1.2221, -2.7183, 8.3805], [2.1202, 1.8485, -6.6733], [2.9013, 0.5442, -2.8858], [-2.7398, -3.1616, -2.5656], [1.0847, 0.6839, 0.0633], [1.8881, 0.8129, 3.0758]], "homo_lumo_gap_ha": 0.377, "homo_ev": -16.565, "lumo_energy_ev": -6.3, "charge": 3}


[4]
{"formula": "CH5Cl2NO2P", "method": "ωB97M-V with the def2-TZVPD basis set", "species": ["H", "H", "H", "H", "P", "Cl", "H", "C", "Cl", "N", "O", "O"], "xyz": [[0.0938, 0.8568, -0.1793], [3.5246, -0.3934, 1.5590], [3.2750, -1.4398, 0.0022], [-0.8665, 0.0761, 1.0446], [-2.2726, 0.3315, -0.6768], [-2.8777, 2.0777, 0.0721], [-0.1143, -0.7631, -0.1840], [2.9100, -0.6669, 0.7304], [-1.7887, 0.7192, -2.5443], [-0.6310, 0.1271, 0.0198], [-3.1157, -0.8259, -0.4080], [1.8632, -0.0993, 0.5642]], "e_above_lowest_kcal_mol": 0.0, "homo_lumo_gap_ha": 0.407, "homo_ev": -14.823, "lumo_energy_ev": -3.8, "charge": 1}